[1]
Computed, not measured: a cluster of 3 separate species, C2HBr2Cl2O4P in total at a distorted geometry, with the ωB97M-V functional and the def2-TZVPD basis.

Results
**Spin multiplicity**: 1
**Charge**: -2

Structure (XYZ):
```
12
C2HBr2Cl2O4P, DFT the ωB97M-V functional and the def2-TZVPD basis
C 0.7598 -0.1819 -0.5144
C 0.1404 -0.2750 0.6465
O -1.0659 2.9131 -1.9648
O -2.0786 1.7314 0.1131
O -2.2709 0.5075 -2.1938
O -0.0766 1.8901 -1.4618
P -1.6203 1.4806 -1.2316
Cl -1.0835 -1.4536 0.9121
Cl 4.4112 -6.8435 6.1888
Br 0.4400 -1.2121 -1.9608
Br 0.8253 0.8576 2.0203
H 1.6193 0.5858 -0.5537
```

=====

[2]
Computed, not measured: an isolated molecule of C18H13N5O at a distorted geometry, with the ωB97M-V functional and the def2-TZVPD basis.

Results
**Spin multiplicity**: 1
**Structure (SMILES)**: [H]/N=C1\Oc2nc(-c3ccccc3)[nH]c2[C@@H](c2cccnc2)[C@H]1C#N
**Charge**: 0

Structure (XYZ):
```
37
C18H13N5O, DFT the ωB97M-V functional and the def2-TZVPD basis
N -0.3062 2.3880 -3.4820
C 0.6731 1.9699 -2.9729
N 0.2402 1.8638 1.4967
N 3.2367 3.3661 -1.7451
N 1.5154 -3.2789 -2.8983
O 1.9288 2.7062 -0.0540
C -0.3817 0.7239 1.5810
C 2.3202 2.5329 -1.3555
C 1.0497 1.7482 0.3691
C 0.9087 0.5326 -0.2688
C 0.2420 -3.3435 -3.2754
C 1.9944 -2.1221 -2.3950
C -0.6496 -2.2993 -3.0877
C -3.0888 -0.4870 4.7541
C -2.2763 0.6715 4.8671
C -3.0739 -1.1326 3.5132
C -1.4494 1.0529 3.8290
C -2.1969 -0.7884 2.4775
C -0.1730 -1.1132 -2.5487
C -1.3371 0.3121 2.6475
C 1.1609 -1.0250 -2.1845
N -0.0156 -0.0874 0.5165
C 1.8863 1.4584 -2.2939
C 1.7391 0.1717 -1.4336
H 3.5115 4.0547 -1.0738
H -0.0821 -4.2924 -3.6361
H 3.0557 -2.0621 -2.1520
H -1.6859 -2.3977 -3.3747
H -3.7137 -0.8723 5.5557
H -2.2836 1.2102 5.8141
H -3.7784 -1.9305 3.3949
H -0.9096 1.9587 3.9591
H -2.2197 -1.3745 1.5638
H -0.8485 -0.2631 -2.3744
H -0.3441 -1.0330 0.3789
H 2.6126 1.2912 -3.0395
H 2.7386 -0.1102 -1.0721
```

=====

[3]
Computed, not measured: an isolated molecule of C3H5FN2 at a distorted geometry, with the ωB97M-V functional and the def2-TZVPD basis.

Results
**Spin multiplicity**: 1
**Structure (SMILES)**: [H]/N=C(/N)C(=C)F
**Charge**: 0

Structure (XYZ):
```
11
C3H5FN2, DFT the ωB97M-V functional and the def2-TZVPD basis
C 0.2823 -0.0636 0.7468
C -0.2344 0.6029 -0.5036
C -0.2927 0.2285 -1.7779
H 0.2995 -1.7084 1.7754
H -0.4608 -1.9769 0.3541
H 0.4697 1.6386 1.5245
H 0.1580 -0.7449 -1.9691
H -0.5993 0.9875 -2.5201
N 0.2767 -1.4916 0.8256
N 0.6756 0.6359 1.7311
F -0.5746 1.8921 -0.1870
```

=====

[4]
Computed, not measured: a cluster of 2 separate species, C2H10N2O in total at a distorted geometry, with the ωB97M-V functional and the def2-TZVPD basis.

Results
**Spin multiplicity**: 1
**Structure (SMILES)**: NCCN.O
**Charge**: 0

Structure (XYZ):
```
15
C2H10N2O, DFT the ωB97M-V functional and the def2-TZVPD basis
N 0.9986 0.4967 2.0463
C 0.7715 0.0053 0.7271
C -0.0625 0.9863 -0.1569
N 0.3007 0.6137 -1.5066
H 0.0893 0.8298 2.2942
H 1.2663 -0.2505 2.7157
H 1.7980 -0.3095 0.2339
H 0.2425 -0.9879 0.6283
H 0.0464 2.1027 0.0465
H -1.1786 0.6719 0.0237
H 0.8316 -0.2428 -1.4899
H 0.8677 1.3335 -1.8206
H -1.1668 -1.0120 -1.2780
H -1.8107 -2.4094 -1.5117
O -1.7918 -1.6810 -0.8801
```

=====

[5]
Computed, not measured: a cluster of 2 separate species, C6H15N2 in total at a distorted geometry, with the ωB97M-V functional and the def2-TZVPD basis.

Results
**Spin multiplicity**: 1
**Charge**: +1

Structure (XYZ):
```
23
C6H15N2, DFT the ωB97M-V functional and the def2-TZVPD basis
C 3.2689 -0.3215 -0.1138
C 1.9806 -0.7939 0.7189
C 0.7761 -0.0697 0.2542
C -0.4135 -0.7149 -0.1253
N -1.4653 -0.1388 -0.7008
C -2.7031 -0.9872 -0.8786
C -3.8853 -0.4846 0.0894
N 2.8805 -0.7478 -1.5377
H 4.1678 -0.9635 0.1522
H 3.5605 0.7340 -0.0776
H 1.7980 -1.8707 0.7074
H 2.0348 -0.5284 1.7220
H 0.5992 1.0057 0.2647
H -0.4939 -1.8587 -0.0330
H 0.3490 6.3932 2.8194
H -2.5162 -2.0591 -0.5555
H -3.0301 -1.0397 -1.8922
H -3.5456 0.4490 0.4582
H -4.9064 -0.4188 -0.3466
H -3.9519 -1.1815 0.9173
H 0.1361 6.5576 2.1081
H 3.4787 -0.5461 -2.3427
H 1.8811 -0.4147 -1.6080
```

=====

[6]
Computed, not measured: a cluster of 10 separate species, C40H68O16 in total at a distorted geometry, with the ωB97M-V functional and the def2-TZVPD basis.

Results
**Spin multiplicity**: 1
**Structure (SMILES)**: O=C1CCCO1.O=C1CCCO1.O=C1CCCO1.O=C1CCCO1.O=C1CCCO1.O=C1CCCO1.C1CCOC1.C1CCOC1.C1CCOC1.C1CCOC1
**Charge**: 0

Structure (XYZ):
```
124
C40H68O16, DFT the ωB97M-V functional and the def2-TZVPD basis
C 1.3890 5.7394 0.8816
C 1.7339 5.8662 -0.6253
C 1.1163 4.5712 -1.1872
O 0.5345 3.8427 -0.1218
C 0.2377 4.7371 0.9502
H 1.1045 6.6520 1.4066
H 2.1828 5.2267 1.4215
H 2.8178 5.9620 -0.6780
H 1.3511 6.7689 -1.0994
H 1.8122 3.9218 -1.7238
H 0.3019 4.7363 -1.9021
H 0.3542 4.1352 1.8537
H -0.7851 5.1271 0.9139
C 0.2663 1.8953 7.1494
C 0.6730 0.8527 6.1031
C 1.3186 1.7214 5.0179
O 1.8917 2.8336 5.7012
C 1.3097 3.0154 6.9872
H 0.3238 1.4980 8.1618
H -0.7517 2.2356 6.9454
H -0.0530 0.1323 5.7280
H 1.3718 0.1834 6.6158
H 0.5873 2.0625 4.2789
H 2.1027 1.2069 4.4649
H 0.9574 4.0362 7.1322
H 2.1312 2.8037 7.6819
C 0.3293 2.7971 -4.3661
C 0.6092 3.1208 -5.8406
C 0.9093 1.7584 -6.4786
O 0.1450 0.8352 -5.6481
C -0.4138 1.4726 -4.5088
H -0.2947 3.5047 -3.8225
H 1.2593 2.7700 -3.7924
H 1.3709 3.8985 -5.8773
H -0.3166 3.4935 -6.2841
H 1.9375 1.4173 -6.3715
H 0.4571 1.6692 -7.4624
H -0.3487 0.8082 -3.6484
H -1.4584 1.6886 -4.7559
C 0.7431 -3.8352 0.4078
C 0.6612 -4.8208 1.5554
C 1.4433 -4.1039 2.6416
O 2.4346 -3.3203 1.9575
C 2.1754 -3.3067 0.5226
H -0.0181 -3.0670 0.5491
H 0.6123 -4.2168 -0.6070
H 1.1021 -5.7722 1.2567
H -0.3816 -4.9328 1.8590
H 1.9560 -4.8337 3.2759
H 0.8750 -3.4207 3.2758
H 2.9572 -3.9656 0.1489
H 2.1471 -2.2421 0.2825
O 1.5320 -2.2558 4.8151
C 2.7256 -2.2249 4.9667
O 3.3328 -2.8160 6.0002
C 4.7141 -3.1251 5.6913
C 4.8646 -2.7377 4.2376
C 3.8015 -1.7086 3.9789
H 4.9722 -4.1785 5.7613
H 5.2112 -2.4683 6.4090
H 4.6875 -3.6363 3.6392
H 5.8064 -2.3772 3.8150
H 3.3059 -1.6816 3.0095
H 3.8088 -0.6422 4.2308
O 4.1911 -1.6277 -5.8145
C 3.1124 -1.8867 -5.3609
O 2.2472 -2.6512 -6.0427
C 0.9232 -2.6768 -5.4686
C 1.1835 -2.1533 -4.0673
C 2.5277 -1.4456 -4.0385
H 0.5977 -3.7100 -5.3997
H 0.2755 -1.9923 -6.0152
H 1.2670 -3.0238 -3.4084
H 0.4169 -1.5161 -3.6245
H 3.1167 -1.7205 -3.1670
H 2.4078 -0.3618 -3.9907
O 2.6136 0.5938 2.0242
C 1.8142 0.4717 1.1318
O 2.1268 0.8068 -0.1315
C 0.9781 0.6509 -0.9862
C -0.0425 -0.2315 -0.2292
C 0.4108 -0.0621 1.2081
H 1.1160 0.1301 -1.9347
H 0.6519 1.6679 -1.1947
H 0.0280 -1.2504 -0.6029
H -1.0607 0.1308 -0.3582
H 0.2890 -1.0451 1.6692
H -0.1632 0.6386 1.8195
O -1.6805 2.5462 -1.8583
C -2.3289 3.3905 -1.3157
O -2.1863 4.6936 -1.6039
C -3.1751 5.4883 -0.9441
C -4.2906 4.5064 -0.5938
C -3.4790 3.2114 -0.3372
H -3.5001 6.2847 -1.6089
H -2.6786 5.8567 -0.0422
H -5.0236 4.3402 -1.3771
H -4.7522 4.7749 0.3568
H -4.1474 2.3704 -0.5056
H -3.0661 3.0966 0.6670
O -3.9156 -4.0931 1.4795
C -3.9055 -2.9603 1.1212
O -5.0079 -2.3146 0.6434
C -4.7617 -0.9523 0.3546
C -3.4972 -0.6256 1.1210
C -2.7381 -1.9505 1.1745
H -5.5490 -0.3460 0.8177
H -4.8511 -0.6576 -0.6926
H -3.7774 -0.3742 2.1443
H -2.9171 0.2016 0.7133
H -2.1748 -2.1779 2.0772
H -2.1162 -2.2178 0.3166
O -1.4738 -2.8200 -1.6998
C -2.3968 -3.3389 -2.2755
O -2.8165 -2.8087 -3.4277
C -3.8624 -3.5282 -4.0558
C -4.0855 -4.7529 -3.1455
C -3.2046 -4.5742 -1.9029
H -3.5345 -3.9016 -5.0237
H -4.8228 -3.0326 -4.1837
H -3.8348 -5.6834 -3.6589
H -5.1182 -4.9368 -2.8453
H -2.5040 -5.3950 -1.7736
H -3.7897 -4.3623 -1.0138
```

=====

[7]
Computed, not measured: a cluster of 18 separate species, C46H128O18 in total at a distorted geometry, with the ωB97M-V functional and the def2-TZVPD basis.

Results
**Spin multiplicity**: 1
**Charge**: 0

Structure (XYZ):
```
192
C46H128O18, DFT the ωB97M-V functional and the def2-TZVPD basis
C -3.5878 -1.5084 2.4615
C -3.1407 -1.3800 3.9687
C -4.1964 -1.4509 5.0818
O -2.3000 -2.4533 4.2217
H -4.0257 -2.5016 2.3625
H -2.7277 -1.3636 1.8077
H -4.3883 -0.7952 2.2652
H -2.6712 -0.3975 4.0169
H -4.6553 -2.4390 5.0471
H -5.1033 -0.8751 4.8972
H -3.7388 -1.2364 6.0476
H -2.1276 -2.3167 5.1562
C 7.1638 2.6456 -1.8464
C 6.6167 3.7473 -1.0671
C 5.9871 3.3031 0.2446
O 7.5607 4.7734 -0.8046
H 6.5664 1.7401 -1.9522
H 8.0334 2.2918 -1.2927
H 7.6257 2.9572 -2.7832
H 5.8261 4.2590 -1.6159
H 6.6218 3.0866 1.1039
H 5.4260 2.3976 0.0134
H 5.2597 4.0210 0.6235
H 7.0844 5.5476 -0.4957
C -0.4718 1.7483 0.7761
C 0.1205 1.2315 -0.6152
C -0.1442 -0.2458 -1.0272
O -0.5048 2.0350 -1.6182
H -1.5516 1.6149 0.8413
H -0.2370 2.7936 0.9769
H 0.1550 1.2765 1.5328
H 1.1879 1.4358 -0.5311
H 0.3120 -0.9265 -0.3085
H 0.3003 -0.4932 -1.9912
H -1.1749 -0.5959 -1.0823
H 0.1301 2.0636 -2.3377
C 5.1836 -4.6773 0.5240
C 4.9351 -4.0872 -0.8997
C 5.6368 -2.8097 -1.1809
O 5.2500 -5.1473 -1.8088
H 6.2218 -4.6594 0.8557
H 4.7807 -5.6896 0.5547
H 4.5549 -4.1842 1.2654
H 3.8518 -4.0710 -1.0192
H 5.0489 -1.9687 -0.8132
H 5.7955 -2.7826 -2.2589
H 6.6252 -2.8264 -0.7216
H 4.9751 -4.7882 -2.6556
C -3.1618 1.9182 -4.2361
C -3.5367 0.6015 -3.4220
C -2.5388 -0.6243 -3.6054
O -3.6354 0.9573 -2.0496
H -2.9404 1.6911 -5.2789
H -2.2942 2.3676 -3.7531
H -3.9651 2.6473 -4.1301
H -4.5654 0.3748 -3.7021
H -1.5966 -0.3363 -3.1390
H -2.3179 -0.9777 -4.6126
H -2.9158 -1.4252 -2.9694
H -2.7908 1.3120 -1.7625
C -0.0870 -2.4351 8.2419
C 0.5579 -2.4057 6.9031
C 0.8069 -3.8082 6.3627
O -0.2350 -1.6954 5.9376
H -1.0891 -2.8574 8.3159
H -0.1744 -1.4674 8.7360
H 0.4789 -3.0372 8.9528
H 1.4981 -1.8569 6.8478
H 1.8724 -3.9714 6.5245
H 0.6039 -3.8367 5.2921
H 0.2121 -4.5994 6.8191
H -0.1445 -0.7480 6.0637
C -6.0435 1.6377 6.4193
C -5.9110 2.5469 5.2330
C -5.6576 1.7763 3.9676
O -7.1325 3.2600 5.0692
H -5.0706 1.1534 6.5028
H -6.8630 0.9724 6.1473
H -6.2933 2.2167 7.3083
H -5.0913 3.2347 5.4408
H -5.6389 2.4513 3.1119
H -6.5124 1.1296 3.7696
H -4.7395 1.1888 3.9721
H -7.8042 2.8363 5.6086
C -6.5064 -1.1614 0.2273
C -7.1913 -2.2661 1.0595
C -6.7760 -3.6872 0.5101
O -6.5421 -2.2340 2.2514
H -7.0155 -1.0088 -0.7244
H -5.4495 -1.4142 0.1418
H -6.5855 -0.1741 0.6825
H -8.2551 -2.0287 1.0503
H -5.7055 -3.8924 0.5187
H -7.1690 -3.6402 -0.5055
H -7.3059 -4.5138 0.9833
H -6.9010 -2.9475 2.7840
C 1.3897 -5.7282 -3.2301
C 0.9653 -4.3754 -3.7854
C 1.0638 -3.1674 -2.8303
O 1.8453 -4.1008 -4.8842
H 2.3478 -5.7128 -2.7107
H 1.4223 -6.4545 -4.0422
H 0.6512 -6.0010 -2.4762
H -0.0704 -4.4805 -4.1084
H 1.9826 -3.2512 -2.2500
H 0.1229 -3.0923 -2.2852
H 1.1543 -2.1885 -3.3011
H 1.3909 -3.8445 -5.6901
C 3.5726 0.4275 -2.5045
C 3.2536 1.7793 -3.1217
C 3.9195 1.8545 -4.4888
O 1.8299 1.8623 -3.3333
H 3.5401 0.5894 -1.4271
H 4.6410 0.2326 -2.5976
H 2.9391 -0.3324 -2.9621
H 3.5629 2.6038 -2.4793
H 4.9529 1.9583 -4.1582
H 3.6249 2.7152 -5.0892
H 3.7188 0.9416 -5.0497
H 1.5284 2.6205 -3.8392
C 3.4677 7.6477 -2.0278
C 2.5536 6.6798 -1.2792
C 2.3098 5.4290 -2.1344
O 3.2139 6.2784 -0.0921
H 2.8025 7.9866 -2.8219
H 4.3456 7.1000 -2.3705
H 3.7629 8.5887 -1.5637
H 1.5983 7.1031 -0.9689
H 3.1084 5.0746 -2.7862
H 1.6059 5.7184 -2.9146
H 1.9437 4.7486 -1.3656
H 2.5732 5.9719 0.5537
C 1.2108 -3.1453 2.4998
C 0.1480 -3.4135 1.4170
C 0.6372 -4.5535 0.5051
O -1.0690 -3.5736 2.0867
H 1.3864 -3.9903 3.1655
H 0.8574 -2.3551 3.1622
H 2.0966 -2.6816 2.0657
H 0.1765 -2.5616 0.7376
H 0.2562 -4.4727 -0.5130
H 0.4054 -5.5430 0.8992
H 1.7095 -4.4682 0.3291
H -1.2367 -2.9534 2.8000
C -1.1448 -2.4009 -6.9527
C 0.0820 -2.5847 -7.8234
C 1.0218 -1.3305 -7.6813
O 0.8820 -3.6332 -7.3231
H -0.9690 -2.3889 -5.8771
H -1.8021 -3.2594 -7.0913
H -1.6542 -1.4857 -7.2545
H -0.0662 -2.7544 -8.8898
H 1.9385 -1.4848 -8.2505
H 1.2977 -0.9949 -6.6816
H 0.3950 -0.6236 -8.2249
H 1.4691 -4.0529 -7.9562
C 3.1209 2.8301 3.0738
C 1.9387 2.4995 4.0199
C 1.6869 0.9814 4.0902
O 2.1785 3.0336 5.2824
H 2.8286 2.6166 2.0457
H 4.0342 2.3178 3.3762
H 3.2253 3.9150 3.0819
H 1.0371 2.9959 3.6610
H 2.1964 0.4960 4.9226
H 2.0725 0.5838 3.1514
H 0.6230 0.7658 4.1883
H 1.4590 2.9426 5.9114
C -1.5965 1.6690 6.1783
O -0.2993 1.7636 6.8090
H -1.7550 2.3226 5.3205
H -1.6879 0.6891 5.7096
H -2.4335 1.5693 6.8693
H -0.2555 2.5851 7.3038
C 0.8052 3.5910 -7.2340
O 1.2574 3.8237 -5.8857
H 0.7528 4.4876 -7.8516
H 1.5429 2.8949 -7.6332
H -0.1685 3.1012 -7.2448
H 0.8047 4.6093 -5.5702
C -0.7473 5.5711 1.5610
O 0.2532 5.2450 0.5749
H -1.3629 6.4183 1.2584
H -1.2903 4.6698 1.8453
H -0.2405 5.8470 2.4858
H -0.2017 4.7722 -0.1259
C -5.0473 -3.4798 -2.7248
O -3.8463 -4.1775 -2.9726
H -4.8585 -2.8199 -1.8780
H -5.2340 -2.5994 -3.3397
H -5.9496 -4.0868 -2.6501
H -3.4759 -4.4422 -2.1275
```

=====

[8]
Computed, not measured: a structure of composition C22H15Cl5N5O7ReS2 at a distorted geometry, with the ωB97M-V functional and the def2-TZVPD basis.

Results
**Spin multiplicity**: 2
**Charge**: +1

Structure (XYZ):
```
57
C22H15Cl5N5O7ReS2, DFT the ωB97M-V functional and the def2-TZVPD basis
Re -1.0545 -1.3670 -0.3923
O -2.0609 -0.4572 3.4675
C -1.4878 -0.3495 2.4197
O -1.6879 -1.2318 1.4298
C -0.5394 0.7805 2.1647
C -0.5753 1.8355 3.0637
C 0.3081 2.8912 2.9441
C 1.3021 2.8925 1.9891
C 1.3629 1.8169 1.1296
C 0.4045 0.7721 1.1170
O 0.4454 -0.1130 0.1656
N 2.4859 1.7572 0.2227
O 2.8876 2.7636 -0.3094
O 3.0287 0.6543 0.0650
N 0.2229 4.0229 3.8784
O 1.0655 4.8899 3.7730
O -0.6850 4.0131 4.6793
H -1.3036 1.8218 3.8629
H 2.0216 3.6973 1.9387
Cl -2.7063 -3.2312 -0.7519
C -1.4941 -4.1795 0.0197
C -0.0852 -3.7350 -0.0788
C 0.3169 -2.6858 -0.8415
Cl 2.3866 -2.0610 -1.5317
C 0.6220 -4.6146 0.8441
Cl 2.2917 -4.4583 1.1748
C -0.2532 -5.4729 1.4041
Cl 0.0785 -6.6828 2.5347
C -1.6096 -5.1915 0.8865
Cl -3.0111 -5.9969 1.3844
S -0.9838 -0.8948 -2.8098
C -1.9826 0.4075 -2.2890
N -2.2440 0.3514 -1.0068
C -3.0872 1.3788 -0.5845
C -3.6206 1.5689 0.6876
C -4.4415 2.6598 0.8941
C -4.7428 3.5480 -0.1424
C -4.2418 3.3511 -1.4144
C -3.4134 2.2549 -1.6252
S -2.6810 1.7341 -3.1240
H -3.4269 0.8667 1.4851
H -4.8671 2.8228 1.8750
H -5.3892 4.3931 0.0498
H -4.4914 4.0253 -2.2222
N 4.5506 0.1241 -2.1576
C 4.2609 -1.3578 -2.3266
C 3.6499 -1.7940 -3.5547
N 2.9953 -0.8268 -4.1663
H 5.5330 0.2677 -1.9242
H 3.9727 0.5325 -1.3793
H 4.3836 0.6305 -3.0290
H 2.4513 -1.8581 -0.2742
H 5.1164 -1.9432 -2.0174
H 1.9240 -0.5884 -1.6607
H 3.0572 -3.3488 -1.2844
H 2.4176 -1.0959 -4.9527
H 2.6239 0.0096 -3.6998
```

=====

Q: Which relative energy (zero: lowest compared OMol25 entry of this formula, charge and spin) values were calculated for the entries above? A: 0.801, 0.000, 0.333, 1.094, 6.198, 1.989, 2.879, 14.530, in eV.